The following is a DFT calculation (wB97M-V/def2-TZVPD) of 5 unconnected molecules or ions with the total composition C21H54N2O20P4S at a distorted geometry.

The geometry in XYZ format:
```
102
Properties=species:S:1:pos:R:3:forces:R:3
C 2.392210 -4.116739 0.104718 -0.1859 0.4358 -0.1447
C 3.027365 -4.503862 -1.216322 0.9909 -1.0110 0.1535
O 3.946971 -5.293747 -1.215048 -0.4253 0.2498 -0.0644
N 2.544954 -4.000953 -2.469581 -0.7196 0.0919 0.5340
C 1.317156 -4.769642 -2.825637 0.3950 0.7672 0.1277
C 2.133401 -2.595982 -2.372603 0.0799 0.4162 -0.6595
C 3.319402 -1.628227 -2.372146 0.1100 -0.0412 0.6667
C 3.136432 -0.383065 -1.490913 0.2985 -0.4072 -0.2235
C 1.933182 0.469526 -1.827498 0.1352 0.2360 -0.1487
O 0.654663 -0.140439 -1.530109 0.1584 -0.6628 0.3463
S 0.153503 0.081937 0.012900 -1.2812 0.8273 0.0952
O 1.239282 -0.049022 0.931861 0.8699 -0.3329 0.2648
O -0.705425 -1.299462 0.224111 0.3190 -0.0608 -0.5599
C -1.862719 -1.335676 -0.634770 -0.0720 -0.1925 -0.2725
C -1.791173 -2.462268 -1.640453 0.0860 -0.2028 -0.0294
N -1.366777 -2.332559 -2.821477 0.0245 0.2697 -0.0492
H 1.338695 -4.390573 0.171605 -0.1314 0.1189 -0.3118
H 2.457840 -3.036292 0.231209 -0.0779 0.0321 0.2351
H 2.885360 -4.618558 0.927337 0.3228 -0.0534 -0.0660
H 0.483129 -4.351914 -2.254301 -0.2469 -0.3506 0.0371
H 1.437760 -5.828466 -2.630213 0.0782 -0.1233 -0.1360
H 1.118036 -4.554348 -3.870498 -0.0931 -0.3150 -0.1540
H 1.537117 -2.385288 -3.260867 -0.1853 -0.0831 0.0112
H 1.463829 -2.417129 -1.528047 0.0354 -0.0523 0.0689
H 3.599751 -1.313896 -3.376189 -0.1190 -0.1815 -0.1983
H 4.177662 -2.172342 -1.971928 0.1538 0.0350 -0.0710
H 4.010997 0.248457 -1.661587 0.0356 0.1303 0.0969
H 3.176491 -0.696641 -0.451163 -0.2792 0.2432 0.1733
H 1.953261 1.453234 -1.358501 0.1672 0.0158 0.1447
H 1.940524 0.644974 -2.901993 -0.2890 -0.0050 -0.0987
H -2.750869 -1.461879 -0.021142 -0.0219 0.1821 0.1487
H -1.894996 -0.399575 -1.196333 -0.3706 0.0917 0.0549
H -2.146339 -3.448389 -1.349058 -0.0160 -0.0024 0.2340
H -1.083606 -1.356788 -2.948020 0.1289 -0.0353 -0.2289
C -5.632525 -3.239705 -4.874659 0.1453 -0.3250 -0.3238
O -6.456016 -2.541001 -3.938865 -2.0885 1.9119 1.6124
P -6.660052 -3.234319 -2.456758 3.8290 -5.3358 -0.5575
O -5.273788 -3.254767 -1.920377 -0.5560 0.8610 0.1986
O -7.115483 -4.668803 -3.078138 -0.3097 0.2741 -0.0106
C -8.286457 -4.739219 -3.897330 0.0858 -0.1369 0.0678
O -7.565080 -3.553577 -1.112249 -0.9764 2.6147 -1.3562
C -7.424569 -2.659172 0.006254 -0.0021 0.0106 0.2996
H -4.960319 -2.511219 -5.323377 -0.0541 0.0843 0.0991
H -5.047836 -4.027079 -4.407662 0.0037 0.0669 0.1238
H -6.263324 -3.670564 -5.654089 -0.0198 0.0181 0.0582
H -8.040142 -5.296705 -4.800082 0.0036 -0.0249 0.0086
H -8.643651 -3.749670 -4.188215 -0.0075 -0.0203 -0.0231
H -9.073269 -5.265973 -3.358325 -0.0022 0.0384 0.0320
H -7.404186 -1.620324 -0.316164 0.0165 0.0381 0.0927
H -6.513108 -2.895626 0.552030 0.0787 0.0108 -0.1354
H -8.279057 -2.810669 0.662004 -0.0585 -0.0469 -0.1225
C -1.373366 5.470712 0.072171 0.2650 0.4322 0.2720
O -2.294837 4.829138 -0.813901 -2.5228 -1.3281 -1.6306
P -1.771503 4.522695 -2.344072 6.2083 2.1440 0.3745
O -0.634929 3.590524 -2.121632 -0.9389 -0.3963 -0.1054
O -1.284614 6.058118 -2.593818 -0.3841 -0.0286 -0.0661
C -2.243192 7.117756 -2.524393 0.1649 0.0105 -0.0661
O -2.041993 4.367036 -3.966682 -2.6219 -0.5157 1.5632
C -2.341223 3.048722 -4.459995 0.0409 -0.1741 -0.2298
H -1.405418 4.945063 1.023679 -0.0969 -0.1046 -0.0840
H -0.355071 5.465424 -0.305624 -0.0282 -0.1431 -0.0885
H -1.693831 6.501861 0.227793 0.0007 -0.0313 -0.0222
H -1.837735 7.906087 -1.891225 0.0130 0.0104 -0.0093
H -3.191474 6.785520 -2.098204 0.0059 0.0338 0.0114
H -2.413555 7.517131 -3.523859 -0.0220 -0.0432 -0.0122
H -3.042217 2.530553 -3.808856 0.0018 -0.0893 -0.0522
H -1.421691 2.472627 -4.546952 0.0298 0.0345 0.1537
H -2.786386 3.156306 -5.446701 -0.0332 0.1290 0.0524
C 2.070659 7.985002 0.334782 -0.2032 0.3741 -0.3571
O 2.878582 7.275491 1.269663 2.1989 -1.5384 1.6389
P 2.694619 7.667653 2.857887 -4.7958 3.9891 0.1051
O 1.277554 7.307470 3.123328 0.7459 -0.5640 -0.0139
O 2.904297 9.265517 2.637744 0.3789 -0.3238 -0.0678
C 4.134163 9.741008 2.081566 -0.0988 0.1038 0.0675
O 3.327747 7.775837 4.375965 1.6775 -1.7832 -1.8232
C 3.231387 6.607845 5.212524 -0.0381 -0.1073 0.2928
H 1.649185 7.258037 -0.357875 0.0863 -0.1019 0.0829
H 1.261918 8.533347 0.811269 0.0106 -0.0830 0.1347
H 2.695697 8.683224 -0.225054 0.0189 -0.0275 0.0533
H 3.900166 10.442017 1.281283 -0.0148 0.0178 0.0133
H 4.737074 8.931104 1.666952 0.0049 0.0234 -0.0119
H 4.702876 10.259547 2.852777 0.0047 -0.0465 0.0223
H 3.471328 5.702553 4.659476 -0.0237 -0.0624 0.0698
H 2.226858 6.534630 5.624260 -0.0588 0.0114 -0.1552
H 3.941465 6.724725 6.028206 0.0650 0.0931 -0.1014
C 2.316403 -3.227385 4.400648 0.1530 0.1545 -0.0981
O 1.963788 -4.539248 4.890919 -0.6694 -2.7048 0.3416
P 3.060911 -5.179483 5.971820 3.5526 5.2248 0.8846
O 2.977025 -4.168840 7.061703 -0.4376 -0.8599 -0.0099
O 4.329039 -4.969068 4.992268 -0.1232 -0.5001 -0.2154
C 4.432991 -5.712164 3.768295 0.2758 0.1367 0.1312
O 3.826642 -6.427990 6.740217 -2.4792 -1.0044 -1.4854
C 3.201682 -6.950656 7.924704 0.0626 -0.1159 0.2711
H 1.431529 -2.597718 4.467098 -0.1028 -0.1802 0.1095
H 3.115016 -2.783993 4.987130 -0.0506 -0.0108 0.0629
H 2.622492 -3.279263 3.354380 0.0001 -0.2083 0.0426
H 4.641616 -5.017492 2.955565 -0.0293 0.0516 0.0273
H 3.525818 -6.267843 3.525106 -0.0141 0.0231 0.0656
H 5.275996 -6.395326 3.862200 -0.0859 -0.1029 -0.0385
H 2.127451 -7.059453 7.791694 -0.0166 -0.0210 0.0991
H 3.405135 -6.292348 8.766997 -0.0656 0.1281 -0.0909
H 3.635721 -7.928024 8.125432 0.0269 0.0056 -0.1484
```
Forces are in eV/Å.

* E_LUMO: -1.1 eV
* charge: 0
* highest occupied orbital energy: -8.938 eV
* frontier orbital gap: 7.876 eV

Atom charges from the Löwdin analysis, given in e for atoms 1 to 8:
1. C 0.02
2. C -0.48
3. O 0.09
4. N -0.11
5. C -0.05
6. C -0.22
7. C -0.16
8. C -0.18



The following is a DFT calculation (wB97M-V/def2-TZVPD) of a molecular structure, C21H54N3O17P2Pt2 at a distorted geometry.

The geometry in XYZ format:
```
99
Properties=species:S:1:pos:R:3:forces:R:3
Pt 5.030733 2.631922 -2.022235 -1.1625 -0.2154 0.0312
Pt 0.730350 1.156433 -0.360788 0.9263 0.2969 -0.4408
C 0.153100 -1.185160 -9.357595 -0.1542 -1.3297 1.1539
N 0.718140 -1.137061 -7.878125 1.4716 0.9415 -3.0652
C 1.533756 0.200834 -7.887679 -0.5746 0.1316 1.9954
C -0.491924 -1.157660 -6.982374 0.9356 0.0831 0.4076
C 1.669965 -2.357751 -7.729826 -1.3545 -1.9156 0.9411
C 2.370374 -2.534727 -6.352171 -0.8194 1.4092 -1.8788
O 3.446249 -1.647602 -6.495718 0.5580 0.3074 0.8966
H -0.323673 -0.248161 -9.645353 0.3126 -0.0268 0.2696
H -0.591884 -1.980432 -9.332066 -0.1601 0.1276 -0.0564
H 0.905186 -1.543104 -10.060694 0.2783 0.5597 0.2477
H 1.731775 0.520170 -6.864496 -0.0211 -0.5259 0.3125
H 0.917998 1.032571 -8.229936 -0.1019 -0.4609 -0.6804
H 2.532746 0.152003 -8.320970 -0.5219 -0.5805 -0.5430
H -0.180770 -1.013917 -5.947670 0.0714 -0.0980 -0.0693
H -0.952354 -2.138246 -7.102995 -0.1026 0.2074 0.0089
H -1.167665 -0.339140 -7.230377 0.0937 -0.1456 -0.3074
H 2.321331 -2.526381 -8.587365 0.4444 1.2576 0.1560
H 1.082970 -3.267147 -7.858435 -0.9894 0.1923 0.1174
H 2.662487 -3.564417 -6.146015 0.0563 -0.0671 -0.3192
H 1.656969 -2.230810 -5.586144 0.1043 0.0199 0.2931
H 3.609297 -1.230634 -5.646506 0.4446 0.0569 0.2242
C 3.777900 -0.725881 -1.034847 1.1974 6.8547 -3.8001
O 2.652168 -1.092776 -1.004144 -5.9591 -5.0795 0.6372
O 4.457068 -0.536176 -2.080714 2.1173 -1.8949 -0.3574
O 3.841048 0.311780 -0.270535 1.9434 1.7950 3.1543
C 1.720344 3.691144 -3.097566 6.0703 -6.1594 2.2681
O 2.762555 3.551898 -3.749309 1.5762 2.7791 -6.6032
O 0.896319 2.801330 -2.948506 -7.8881 -1.9759 -2.6797
O 2.181914 3.655463 -1.911278 0.9851 4.1429 8.0097
C 4.727257 8.125986 -1.170694 -1.3559 0.6952 -0.0923
C 5.907625 7.507829 -0.483824 1.5924 -0.8398 -0.3227
C 6.351224 8.060657 0.892585 -1.4965 1.3791 0.1201
O 5.236285 7.937930 1.840681 1.3522 -0.2893 0.1102
C 5.566956 8.501093 3.120942 -0.9922 -0.0595 -0.0206
N 5.618882 6.076015 -0.317987 -1.2850 -0.2313 0.6037
H 3.850650 8.059328 -0.526316 0.0368 0.2279 0.6179
H 4.322589 7.588238 -2.028106 0.8354 -0.3830 -0.3109
H 4.768683 9.169612 -1.482508 0.5270 0.0177 0.1973
H 6.753871 7.317277 -1.143862 0.5412 1.7791 -0.1241
H 6.549683 9.132263 0.911956 0.2407 0.2221 -0.6387
H 7.284277 7.606569 1.226226 -0.1402 -0.5817 0.2061
H 6.239641 7.907099 3.739613 0.5600 -0.0829 -0.4793
H 4.666646 8.541899 3.734030 -0.3678 -0.1811 -0.3560
H 5.868698 9.546270 3.052694 0.4870 -0.0218 -0.2453
H 4.632341 6.171598 -0.123811 -0.5359 -1.1915 0.4160
H 6.034563 5.869204 0.578975 -0.0517 -0.7575 0.1993
C -0.558830 6.293988 2.430826 0.9661 -2.0858 0.1287
C -0.646336 4.731943 2.702299 -1.4986 2.1201 2.8346
C -1.869678 4.390889 3.639687 -0.2783 -1.3089 -0.6234
O -1.959301 4.954578 4.910292 1.0217 0.1152 0.7572
C -0.773861 4.810424 5.751779 -0.5685 1.1438 -1.9046
N -0.763048 4.005334 1.491462 -0.3633 -0.4763 -1.5828
H -1.352191 6.535910 1.723615 -0.2861 0.4049 0.5073
H 0.376271 6.445852 1.891743 0.1731 0.2091 -0.0339
H -0.491187 6.855313 3.362730 -0.5245 0.1767 -0.2372
H 0.146836 4.332359 3.334216 0.7254 0.4154 -0.4762
H -1.880540 3.302688 3.701268 0.7177 -0.6574 0.4313
H -2.883299 4.452869 3.243662 0.0211 1.1585 -0.7328
H -1.066133 5.226830 6.715764 0.2408 -0.7157 0.0651
H -0.019857 5.460970 5.308625 0.2353 0.3855 0.2869
H -0.301073 3.833103 5.654690 -0.5772 -0.4516 0.7332
H -0.356579 4.595462 0.779688 0.8376 -0.1672 -0.3605
H -1.725381 4.132927 1.212661 -0.6719 -0.5657 -0.0628
C -5.826737 0.949752 -6.349867 0.3873 0.3469 0.2834
O -4.963683 1.108686 -7.483152 0.3510 2.2802 -1.4547
P -4.682362 2.635188 -8.059647 0.1193 -0.0270 -1.1453
O -3.498753 2.773531 -8.964423 -1.3259 -0.6294 1.6222
O -4.668178 3.616549 -6.765016 0.7300 -0.1314 -0.0204
C -3.525829 3.718962 -5.859255 0.6839 -1.3917 0.0496
O -6.083119 2.997832 -8.783954 0.7743 0.4464 0.0130
C -6.274246 4.189560 -9.648630 0.2711 0.4488 0.9317
H -5.125647 1.004088 -5.517024 -0.5597 -0.4180 0.4984
H -6.355904 0.001627 -6.445543 0.2899 0.0323 0.1022
H -6.558014 1.750553 -6.240116 0.0248 0.0244 -0.2054
H -3.042159 4.682697 -5.699934 -1.1074 0.5165 -0.4019
H -2.660250 3.125661 -6.153992 -0.1792 -0.3146 -0.7968
H -3.763708 3.258765 -4.900235 -0.5832 0.4099 0.0589
H -5.375609 4.789614 -9.791755 0.3956 -0.5539 0.0814
H -6.948392 4.872240 -9.131340 -0.2377 -0.3525 0.0983
H -6.684314 3.974279 -10.635346 0.0684 -0.7277 0.3330
C -1.432126 6.844719 -9.450083 0.0536 0.4014 -0.6099
O -0.056802 6.531986 -9.222498 1.3976 -0.4132 0.6456
P 1.125975 6.620333 -10.285712 -0.6084 0.9622 -1.6767
O 0.828918 7.623176 -11.366657 1.0292 -1.9481 1.7933
O 1.191138 5.037219 -10.806663 1.6535 0.8121 0.6930
C 2.446167 4.525789 -11.379121 0.3532 0.8694 -0.7794
O 2.500622 6.960970 -9.450150 -1.7710 0.5185 -3.5673
C 2.782129 6.550272 -8.183409 -1.1451 -1.6307 2.2489
H -2.041513 6.053403 -9.013542 0.1189 -0.1125 -0.3463
H -1.547317 6.984452 -10.524934 -0.4734 -0.2496 0.0668
H -1.711923 7.785530 -8.976075 0.3451 0.0252 0.1472
H 2.795373 3.532690 -11.096408 -0.9304 -0.0956 0.8333
H 3.300863 5.176937 -11.195837 -0.2106 0.2920 0.3796
H 2.408598 4.473780 -12.467232 -0.6380 0.2079 -0.0456
H 3.387624 7.255211 -7.613730 0.0977 -0.0066 -0.4281
H 3.180853 5.535891 -8.171116 0.6718 0.0623 -0.0413
H 1.819969 6.417048 -7.688833 0.0585 0.2563 0.7045
```
Forces are in eV/Å.

* E_LUMO (alpha / beta): -4.9 / -4.8 eV
* <S²>: 6.114
* 2S+1: 5
* charge: +1
* highest occupied orbital energy (alpha / beta): -11.180 / -10.650 eV
* frontier orbital gap (alpha / beta): 6.279 / 5.875 eV

Atom charges from the Löwdin analysis, given in e for atoms 1 to 8:
1. Pt 0.82
2. Pt 0.82
3. C 0.03
4. N -0.28
5. C 0.03
6. C 0.01
7. C -0.09
8. C -0.20



no.,calculated total energy (Ha)
1,-4210.3785
2,-3196.3730